Entry 1:
A cluster of 3 separate species, C12H20N3O6 in total at a distorted geometry, computed with the ωB97M-V functional and the def2-TZVPD basis.

The energy relative to the best compared isomer or geometry (same formula, charge and spin) comes out at 106.11 kcal per mole. The value obtained for the HOMO-LUMO gap is 8.8 eV.

```
! RIJCOSX wB97M-V def2-TZVPD def2/J DEFGRID3
* xyz 1 1
N 8.544 -0.300 -2.910
C 7.340 0.548 -2.564
C 5.899 -0.231 -2.625
N 4.671 0.606 -2.299
C 3.540 -0.427 -2.410
C 4.202 -1.872 -2.844
N 5.699 -1.695 -2.981
H 8.293 -1.266 -3.214
H 9.143 -0.310 -2.043
H 7.329 1.545 -3.214
H 7.490 0.915 -1.439
H 4.574 1.625 -2.049
H 2.397 -0.258 -2.214
H 3.716 -2.926 -3.036
H 6.372 -2.443 -3.262
C -2.554 0.255 0.191
C -1.321 -0.139 -0.596
C -0.076 0.584 -0.176
O 0.711 0.532 -1.353
C -0.167 0.468 -2.399
O 0.143 0.596 -3.572
O -1.441 0.245 -1.956
H -3.460 -0.109 -0.307
H -2.520 -0.152 1.204
H -2.652 1.345 0.258
H -1.189 -1.227 -0.566
H 0.436 0.092 0.656
H -0.245 1.636 0.077
C -6.663 1.380 2.906
C -6.065 0.041 3.283
C -5.933 -0.172 4.761
O -4.871 -1.108 4.835
C -4.097 -0.898 3.728
O -2.997 -1.393 3.549
O -4.718 -0.055 2.848
H -6.513 1.582 1.839
H -7.734 1.407 3.123
H -6.179 2.200 3.450
H -6.628 -0.770 2.804
H -6.842 -0.579 5.210
H -5.634 0.729 5.307
*
```

The molecule's Mulliken atomic charges, reported in e, are given here:
1 N -0.54
2 C -0.38
3 C 0.17
4 N -0.11
5 C -0.07
6 C -0.25
7 N -0.09
8 H 0.23
9 H 0.27
10 H 0.27
11 H 0.28
12 H 0.31
13 H 0.37
14 H 0.34
15 H 0.28
16 C -1.43
17 C 0.65
18 C -0.53
19 O -0.43
20 C 0.61
21 O -0.54
22 O -0.35
23 H 0.38
24 H 0.31
25 H 0.32
26 H 0.25
27 H 0.34
28 H 0.32
29 C -1.42
30 C 0.48
31 C -0.53
32 O -0.33
33 C 0.63
34 O -0.55
35 O -0.24
36 H 0.35
37 H 0.39
38 H 0.35
39 H 0.25
40 H 0.32
41 H 0.31



Entry 2:
An isolated molecule of C12H20N4O3S, computed with the ωB97M-V functional and the def2-TZVPD basis.

The energy relative to the best compared isomer or geometry (same formula, charge and spin) comes out at 33.03 kcal per mole. The SMILES is CCCCS(=O)(=O)NC1=NCN(Cc2ccco2)CN1. The value obtained for the HOMO-LUMO gap is 9.2 eV.

```
! RIJCOSX wB97M-V def2-TZVPD def2/J DEFGRID3
* xyz 0 1
C -2.054 -4.143 -3.735
C -1.333 -2.972 -3.077
C -2.097 -2.460 -1.857
C -1.422 -1.251 -1.239
H -0.370 -1.418 -1.030
H -1.938 -0.907 -0.347
S -1.494 0.131 -2.422
O -0.333 0.111 -3.267
O -2.783 0.185 -3.035
N -1.392 1.495 -1.460
C -0.314 1.756 -0.625
N -0.495 2.483 0.401
C 0.648 2.786 1.229
N 1.790 1.894 1.082
C 2.047 1.677 -0.316
N 0.859 1.135 -0.973
H 0.932 0.839 -1.938
H 2.868 0.965 -0.439
H 2.342 2.639 -0.759
C 1.630 0.652 1.832
C 1.680 0.924 3.298
C 2.608 1.563 4.066
C 2.113 1.534 5.393
C 0.924 0.879 5.332
O 0.651 0.508 4.068
H 0.206 0.620 6.084
H 2.581 1.942 6.265
H 3.522 2.001 3.723
H 2.458 -0.008 1.552
H 0.683 0.140 1.605
H 0.316 2.764 2.270
H 0.976 3.809 1.004
H -2.263 1.891 -1.145
H -2.182 -3.255 -1.111
H -3.103 -2.167 -2.163
H -1.228 -2.156 -3.792
H -0.331 -3.283 -2.774
H -3.042 -3.838 -4.071
H -1.494 -4.499 -4.595
H -2.168 -4.967 -3.033
*
```

The molecule's Mulliken atomic charges, reported in e, are given here:
1 C -1.44
2 C -0.10
3 C -0.85
4 C -0.60
5 H 0.32
6 H 0.47
7 S 1.07
8 O -0.70
9 O -0.70
10 N -0.30
11 C 0.51
12 N -0.70
13 C -0.60
14 N -0.08
15 C -0.78
16 N 0.05
17 H 0.20
18 H 0.38
19 H 0.36
20 C -0.19
21 C 0.17
22 C -0.61
23 C -0.41
24 C -0.45
25 O -0.34
26 H 0.45
27 H 0.43
28 H 0.51
29 H 0.52
30 H 0.04
31 H 0.36
32 H 0.30
33 H 0.29
34 H 0.42
35 H 0.34
36 H 0.32
37 H 0.28
38 H 0.35
39 H 0.39
40 H 0.34



Entry 3:
A structure of composition C12H21AgN5O8S at a distorted geometry, computed with the ωB97M-V functional and the def2-TZVPD basis.

The energy relative to the best compared isomer or geometry (same formula, charge and spin) comes out at 0.00 kcal per mole. The value obtained for the HOMO-LUMO gap is 8.4 eV.

```
! RIJCOSX wB97M-V def2-TZVPD def2/J DEFGRID3
* xyz -1 1
Ag 0.407 -0.076 -0.355
N 0.383 -3.014 1.394
C -0.650 -3.259 2.381
C -0.554 -2.219 3.502
C -1.072 -0.830 3.113
N -0.128 -0.142 2.240
C -2.456 -0.909 2.460
C -2.564 -1.935 1.328
N -1.806 -1.492 0.169
C -2.078 -3.306 1.806
H 2.174 -2.831 0.780
H 0.230 -2.082 0.998
H 0.278 -3.667 0.623
H -0.439 -4.247 2.824
H 0.494 -2.142 3.796
H -1.126 -2.576 4.362
H -1.199 -0.261 4.059
H 0.778 -0.068 2.690
H -0.464 0.795 2.040
H -2.706 0.073 2.056
H -3.188 -1.169 3.229
H -3.645 -2.029 1.081
H -2.144 -0.586 -0.138
H -1.911 -2.147 -0.598
H -2.096 -4.006 0.965
H -2.766 -3.683 2.568
O 2.895 -2.829 0.131
S 2.554 -1.703 -0.985
O 3.523 -1.920 -2.023
O 2.711 -0.436 -0.275
O 1.177 -1.978 -1.386
C 3.383 2.672 0.025
C 1.974 3.124 -0.020
N 0.922 2.340 -0.076
C -0.180 3.138 -0.088
C 0.217 4.462 -0.030
N 1.590 4.422 0.010
C -0.489 5.759 0.008
O -1.793 5.714 0.043
O 0.151 6.797 0.019
C -1.555 2.537 -0.170
O -2.531 3.313 -0.017
O -1.634 1.314 -0.368
H 3.394 1.592 -0.112
H 3.836 2.918 0.986
H 3.973 3.149 -0.758
H 2.156 5.257 0.046
H -2.167 4.718 0.026
*
```

The molecule's Mulliken atomic charges, reported in e, are given here:
1 Ag 0.79
2 N -0.51
3 C 0.22
4 C -1.38
5 C 0.02
6 N -0.30
7 C -1.26
8 C 0.15
9 N -0.23
10 C -1.30
11 H 0.51
12 H 0.23
13 H 0.28
14 H 0.30
15 H 0.45
16 H 0.45
17 H 0.27
18 H 0.15
19 H 0.19
20 H 0.42
21 H 0.47
22 H 0.21
23 H 0.38
24 H 0.14
25 H 0.44
26 H 0.44
27 O -0.59
28 S 1.07
29 O -0.64
30 O -0.69
31 O -0.75
32 C -1.11
33 C 0.16
34 N 0.04
35 C 0.23
36 C 0.21
37 N -0.02
38 C 0.49
39 O -0.59
40 O -0.69
41 C 0.35
42 O -0.85
43 O -0.66
44 H 0.16
45 H 0.29
46 H 0.36
47 H 0.24
48 H 0.45



Entry 4:
An isolated molecule of C12H21BCl2O8S2 at a distorted geometry, computed with the ωB97M-V functional and the def2-TZVPD basis.

The SMILES is CCB(O)[C@@]1(CC)OS(=O)(=O)O[C@]1(CCCCS(=O)(=O)Cl)CC(=O)Cl. The value obtained for the HOMO-LUMO gap is 10.8 eV.

```
! RIJCOSX wB97M-V def2-TZVPD def2/J DEFGRID3
* xyz 0 1
C 4.474 -2.186 -0.280
C 2.890 -2.083 -0.206
B 2.563 -0.644 0.372
O 3.169 -0.298 1.603
C 1.644 0.485 -0.322
C 2.635 1.685 -0.619
C 2.298 3.055 0.053
O 1.395 -0.045 -1.693
S 0.238 0.946 -2.317
O 0.725 2.089 -3.045
O -0.711 0.295 -3.173
O -0.326 1.601 -0.903
C 0.200 0.730 0.161
C -0.818 -0.493 0.059
C -2.270 -0.037 -0.309
C -3.336 -1.112 0.116
C -4.712 -0.555 -0.394
S -6.059 -1.754 -0.179
O -5.734 -2.747 0.804
O -6.337 -2.331 -1.465
Cl -7.699 -0.628 0.404
C -0.091 1.435 1.512
C 0.589 0.823 2.758
O 1.156 1.532 3.485
Cl 0.550 -0.917 3.179
H 4.814 -3.206 -0.543
H 4.885 -1.423 -0.978
H 4.930 -1.969 0.713
H 2.533 -2.269 -1.236
H 2.557 -2.891 0.476
H 4.027 0.130 1.460
H 3.644 1.395 -0.240
H 2.786 1.859 -1.702
H 2.604 3.012 1.120
H 1.256 3.389 -0.074
H 2.933 3.821 -0.445
H -0.521 -1.220 -0.725
H -0.900 -1.056 1.008
H -2.578 0.908 0.183
H -2.394 0.108 -1.398
H -3.337 -1.294 1.208
H -3.110 -2.085 -0.369
H -4.901 0.364 0.198
H -4.614 -0.321 -1.470
H -1.189 1.388 1.697
H 0.144 2.516 1.512
*
```

The molecule's Mulliken atomic charges, reported in e, are given here:
1 C -1.29
2 C -0.23
3 B 0.45
4 O -0.74
5 C 1.74
6 C -1.21
7 C -1.20
8 O -0.54
9 S 1.37
10 O -0.68
11 O -0.64
12 O -0.49
13 C 0.06
14 C -0.70
15 C -0.65
16 C -0.66
17 C -0.85
18 S 1.09
19 O -0.52
20 O -0.55
21 Cl -0.22
22 C -1.27
23 C 0.53
24 O -0.44
25 Cl -0.19
26 H 0.37
27 H 0.32
28 H 0.26
29 H 0.27
30 H 0.32
31 H 0.32
32 H 0.40
33 H 0.62
34 H 0.28
35 H 0.19
36 H 0.45
37 H 0.52
38 H 0.44
39 H 0.32
40 H 0.34
41 H 0.37
42 H 0.40
43 H 0.54
44 H 0.42
45 H 0.29
46 H 0.36



Entry 5:
A structure of composition C12H21Br2N2O9PSc, computed with the ωB97M-V functional and the def2-TZVPD basis.

The energy relative to the best compared isomer or geometry (same formula, charge and spin) comes out at 0.39 kcal per mole. The value obtained for the HOMO-LUMO gap is 10.2 eV.

```
! RIJCOSX wB97M-V def2-TZVPD def2/J DEFGRID3
* xyz 1 1
Sc 0.447 -0.165 -0.800
O -1.902 -0.598 2.273
C -1.802 -0.528 1.050
O -1.086 0.373 0.461
C -2.414 -1.596 0.154
C -2.546 -1.115 -1.293
C -3.351 -2.098 -2.133
C -2.351 -3.265 -2.318
C -1.148 -2.771 -1.527
O -1.180 -1.326 -1.789
C -1.426 -2.823 -0.018
C -0.156 -2.657 0.803
O 0.017 -3.206 1.865
O 0.717 -1.803 0.291
H -3.357 -1.920 0.588
H -2.803 -0.067 -1.405
H -3.622 -1.653 -3.088
H -4.267 -2.394 -1.625
H -2.088 -3.401 -3.364
H -2.717 -4.215 -1.932
H -0.182 -3.165 -1.831
H -1.906 -3.750 0.285
Br -3.473 2.660 -0.829
C -1.628 3.131 -0.678
Br -0.524 2.303 -2.059
H -1.236 2.794 0.272
H -1.523 4.198 -0.823
O 1.782 -0.003 -2.318
C 2.885 0.579 -2.607
O 3.390 1.530 -2.007
H 3.410 0.173 -3.483
N 0.699 -0.330 2.905
C 1.501 0.907 3.123
P 1.660 1.875 1.562
O 0.774 3.050 1.446
O 1.675 0.796 0.489
C 3.387 2.491 1.449
N 3.406 3.134 0.095
H -0.344 -0.176 2.760
H 0.769 -0.957 3.707
H 1.021 -0.861 2.078
H 2.503 0.599 3.430
H 1.050 1.490 3.922
H 4.119 1.685 1.453
H 3.629 3.234 2.206
H 4.278 3.630 -0.080
H 2.631 3.801 0.035
H 3.282 2.411 -0.693
*
```

The molecule's Mulliken atomic charges, reported in e, are given here:
1 Sc 1.32
2 O -0.78
3 C -0.28
4 O 0.20
5 C 0.11
6 C 0.28
7 C -0.94
8 C -1.02
9 C 0.00
10 O -0.45
11 C -0.04
12 C 0.03
13 O -0.68
14 O -0.65
15 H 0.65
16 H 0.06
17 H 0.37
18 H 0.36
19 H 0.35
20 H 0.38
21 H 0.69
22 H 0.71
23 Br -0.08
24 C -0.20
25 Br -0.11
26 H -0.05
27 H 0.49
28 O -0.52
29 C -0.13
30 O -0.74
31 H 0.41
32 N 0.02
33 C -0.79
34 P 1.08
35 O -0.90
36 O -0.75
37 C -0.78
38 N -0.16
39 H 0.26
40 H 0.44
41 H 0.11
42 H 0.45
43 H 0.44
44 H 0.39
45 H 0.39
46 H 0.41
47 H 0.38
48 H 0.24



Entry 6:
A structure of composition C12H21FeO12 at a distorted geometry, computed with the ωB97M-V functional and the def2-TZVPD basis.

The energy relative to the best compared isomer or geometry (same formula, charge and spin) comes out at 1.16 kcal per mole. The value obtained for the HOMO-LUMO gap (alpha / beta) is 10.3 / 9.3 eV.

```
! RIJCOSX wB97M-V def2-TZVPD def2/J DEFGRID3
* xyz 0 6
Fe -0.413 -0.272 0.325
C 3.172 -1.354 1.709
C 1.883 -1.008 1.062
O 0.855 -1.757 1.169
O 1.686 0.072 0.435
H 4.001 -0.894 1.171
H 3.357 -2.427 1.654
H 3.155 -1.039 2.749
C -1.660 2.243 -2.464
C -1.248 1.249 -1.431
O -1.990 0.988 -0.443
O -0.220 0.513 -1.573
H -2.623 1.906 -2.842
H -0.903 2.362 -3.230
H -1.829 3.204 -1.973
C -2.398 -0.198 3.787
C -1.658 -0.207 2.499
O -1.940 -1.026 1.573
O -0.737 0.631 2.240
H -3.167 -0.962 3.752
H -2.792 0.792 4.003
H -1.679 -0.399 4.585
C 0.091 -3.991 -3.535
O -0.113 -2.835 -2.737
C -0.455 -2.960 -1.474
O -0.943 -2.051 -0.845
O -0.223 -4.165 -0.979
C -0.672 -4.379 0.362
H -0.760 -4.673 -3.465
H 0.993 -4.529 -3.245
H 0.170 -3.691 -4.575
H 0.028 -3.943 1.077
H -0.702 -5.452 0.523
H -1.640 -3.913 0.535
C -0.574 4.845 1.302
O 0.427 4.876 0.266
C 0.923 3.682 -0.060
O 0.528 2.626 0.361
O 1.912 3.854 -0.930
C 2.511 2.655 -1.402
H -1.291 4.046 1.137
H -1.033 5.828 1.280
H -0.086 4.698 2.265
H 2.761 1.969 -0.596
H 3.435 2.932 -1.908
H 1.858 2.153 -2.116
*
```

The molecule's Mulliken atomic charges, reported in e, are given here:
1 Fe 1.39
2 C -1.41
3 C 0.98
4 O -0.59
5 O -0.41
6 H 0.34
7 H 0.36
8 H 0.30
9 C -1.34
10 C 1.26
11 O -0.69
12 O -0.60
13 H 0.39
14 H 0.28
15 H 0.33
16 C -1.18
17 C 1.04
18 O -0.56
19 O -0.63
20 H 0.31
21 H 0.32
22 H 0.30
23 C -0.71
24 O -0.24
25 C 0.66
26 O -0.45
27 O -0.37
28 C -0.61
29 H 0.31
30 H 0.28
31 H 0.25
32 H 0.17
33 H 0.31
34 H 0.31
35 C -0.62
36 O -0.38
37 C 0.70
38 O -0.37
39 O -0.41
40 C -0.43
41 H 0.26
42 H 0.23
43 H 0.29
44 H 0.13
45 H 0.32
46 H 0.18



Number 1: energy -29512.6762 eV. Number 2: energy -35705.8246 eV. Number 3: energy -51455.9507 eV. Number 4: energy -76554.9024 eV. Number 5: energy -204270.5824 eV. Number 6: energy -71744.5830 eV.